Below is 2 unconnected molecules or ions with the total composition C6H12OP in a non-equilibrium geometry, with properties calculated with ωB97M-V with the def2-TZVPD basis set.

ORCA input file:
```
! wB97M-V def2-TZVPD RIJCOSX def2/J DEFGRID3
* xyz 1 1
H 1.00 2.49 1.94
H -2.12 1.72 -0.58
P -0.06 0.59 -0.52
H -1.89 1.03 -2.18
C -1.82 0.85 -1.12
H 3.10 -3.19 -0.38
C -2.39 -0.51 -0.69
H -1.01 0.55 1.54
O 0.23 2.05 -0.03
H -3.18 -1.05 -1.20
C -1.80 -1.07 0.38
H -2.01 -2.05 0.64
H 1.75 1.09 1.04
H 2.46 -2.44 -1.83
H 0.15 -0.93 1.48
H 2.14 -1.56 -0.19
C -0.63 -0.29 1.04
C 2.66 -2.37 -0.82
H 2.09 2.90 0.57
C 1.32 2.18 0.90
*
```

Properties
* Kohn-Sham gap (alpha / beta): 10.741 / 4.475 eV
* ΔE to the lowest compared entry with this formula, charge and spin: 3.644 eV
* largest force on an atom: 3.79 eV/Å
* HOMO level (alpha / beta): -0.5183 / -0.4448 Eh
* molecular weight: 131.135 g mol⁻¹
* energy: -17741.2734 eV

Here are the natural (NBO) charges for atoms 1 to 5, given in e:
1 H 0.23
2 H 0.28
3 P 1.54
4 H 0.28
5 C -0.73

***

Below is a molecular structure, C6H12P2 in a non-equilibrium geometry, with properties calculated with ωB97M-V with the def2-TZVPD basis set.

ORCA input file:
```
! wB97M-V def2-TZVPD RIJCOSX def2/J DEFGRID3
* xyz 0 1
P -1.13 0.96 -2.47
H -0.11 -2.69 0.35
H 0.21 3.04 -1.90
H -2.66 1.92 -0.61
C 0.22 -0.01 0.10
H -1.79 -0.18 -2.01
H 1.82 -0.67 -1.23
P -0.17 2.82 -0.60
H 1.81 1.05 -0.29
H -1.11 0.11 1.97
H -1.22 -2.17 -1.00
C -0.48 1.05 -0.76
C 1.66 -0.10 -0.32
C -1.69 1.84 -0.94
H 2.29 -0.35 0.49
H 0.58 -0.18 2.30
H -1.75 -2.00 0.84
C -0.99 -2.11 0.03
H 0.22 1.34 1.81
C 0.00 0.31 1.58
*
```

Properties
* Kohn-Sham gap (alpha / beta): 8.577 / 8.577 eV
* ΔE to the lowest compared entry with this formula, charge and spin: 4.221 eV
* largest force on an atom: 4.13 eV/Å
* HOMO level (alpha / beta): -0.2990 / -0.2991 Eh
* molecular weight: 146.110 g mol⁻¹
* energy: -24988.0613 eV

Here are the natural (NBO) charges for atoms 1 to 5, given in e:
1 P 0.51
2 H 0.19
3 H -0.07
4 H 0.25
5 C 0.11

***

Below is C6H12S in the gas phase in a non-equilibrium geometry, with properties calculated with ωB97M-V with the def2-TZVPD basis set.

ORCA input file:
```
! wB97M-V def2-TZVPD RIJCOSX def2/J DEFGRID3
* xyz 0 1
H -2.64 -1.09 -1.63
H 0.69 -1.99 0.02
C 1.28 -1.31 0.49
H -1.48 -1.84 -0.60
H -2.16 0.27 1.97
H 1.96 2.02 -0.56
C -2.06 -1.00 -0.70
H 2.16 -0.26 -1.26
S -1.35 0.41 -0.24
C 1.52 -0.19 -0.37
C 1.33 1.26 0.03
H 1.11 1.54 1.06
H 2.31 -1.70 0.81
H -0.73 1.24 1.83
H -2.13 1.47 -1.09
H 0.23 0.97 -1.80
C -1.24 0.46 1.41
H 0.86 -0.96 1.40
C 0.34 0.69 -0.77
*
```

Properties
* Kohn-Sham gap: 7.878 eV
* ΔE to the lowest compared entry with this formula, charge and spin: 7.032 eV
* largest force on an atom: 4.78 eV/Å
* HOMO level: -0.2808 Eh
* molecular weight: 116.229 g mol⁻¹
* SMILES: C=[SH](=C)[C@H]1C[C@H]1C
* energy: -17244.5692 eV

Here are the natural (NBO) charges for atoms 1 to 5, given in e:
1 H 0.23
2 H 0.22
3 C -0.62
4 H 0.21
5 H 0.24

***

Below is 2 unconnected molecules or ions with the total composition C6H12S in a non-equilibrium geometry, with properties calculated with ωB97M-V with the def2-TZVPD basis set.

ORCA input file:
```
! wB97M-V def2-TZVPD RIJCOSX def2/J DEFGRID3
* xyz 0 1
H 3.05 -1.15 -0.43
H -2.69 0.50 -0.52
C 1.24 -0.10 -0.15
H -0.37 -1.58 1.71
H -0.98 2.27 0.04
H -1.63 2.47 -1.56
H 2.00 -1.75 0.81
H -2.23 -1.06 1.78
H -1.40 -0.15 -1.69
C -1.63 0.43 -0.77
C -1.04 1.90 -0.89
C -1.21 -1.07 1.30
H 1.57 0.03 2.10
H 1.11 0.44 -1.08
S 1.75 0.99 1.12
C -0.96 -0.38 0.27
C 1.97 -1.36 -0.12
H -0.01 1.69 -1.14
H 1.47 -2.12 -0.75
*
```

Properties
* Kohn-Sham gap: 8.655 eV
* ΔE to the lowest compared entry with this formula, charge and spin: 3.776 eV
* largest force on an atom: 6.02 eV/Å
* HOMO level: -0.2856 Eh
* molecular weight: 116.229 g mol⁻¹
* energy: -17247.8252 eV

Here are the natural (NBO) charges for atoms 1 to 5, given in e:
1 H 0.22
2 H 0.21
3 C -0.34
4 H 0.21
5 H 0.21

***

Below is 2 unconnected molecules or ions with the total composition C6H12S in a non-equilibrium geometry, with properties calculated with ωB97M-V with the def2-TZVPD basis set.

ORCA input file:
```
! wB97M-V def2-TZVPD RIJCOSX def2/J DEFGRID3
* xyz 0 1
H -0.49 -0.24 -0.80
H 0.16 -2.50 -0.61
C 0.56 -1.75 0.11
H 4.22 0.66 0.03
H -2.77 0.55 -1.42
H 1.05 -2.09 0.99
C 0.02 -0.52 0.03
H -4.56 1.20 -0.89
H 3.31 -0.06 -1.29
S 0.82 0.96 0.81
H 1.24 0.38 2.00
C 2.30 1.46 0.10
C -3.54 0.64 -0.74
H -2.55 -0.54 0.70
H 1.87 1.97 -0.72
C -3.55 0.00 0.47
H -4.33 -0.01 1.10
C 3.21 0.36 -0.25
H 3.02 -0.49 0.38
*
```

Properties
* Kohn-Sham gap: 8.143 eV
* ΔE to the lowest compared entry with this formula, charge and spin: 5.643 eV
* largest force on an atom: 7.34 eV/Å
* HOMO level: -0.2767 Eh
* molecular weight: 116.229 g mol⁻¹
* energy: -17245.9582 eV

Here are the natural (NBO) charges for atoms 1 to 5, given in e:
1 H 0.19
2 H 0.21
3 C -0.37
4 H 0.22
5 H 0.19

***

Below is C6H12S2 in the gas phase in a non-equilibrium geometry, with properties calculated with ωB97M-V with the def2-TZVPD basis set.

ORCA input file:
```
! wB97M-V def2-TZVPD RIJCOSX def2/J DEFGRID3
* xyz 0 1
C -0.90 2.02 -0.01
H 0.04 2.17 -0.57
C -0.57 -1.03 1.36
H 1.48 1.11 1.30
C 2.15 -0.23 0.01
H 0.19 -2.91 -0.03
H -1.49 -0.63 1.85
C 2.30 1.14 0.75
H 3.00 1.16 1.37
H 2.32 2.18 0.40
H 0.53 -0.76 1.94
H 2.16 -0.98 0.73
H -0.54 2.27 1.08
S 0.90 -0.38 -1.13
H -1.80 -2.34 0.30
C -0.72 -2.15 0.23
H 3.21 -0.55 -0.46
H -1.55 2.78 -0.17
C -0.55 -0.67 -0.06
S -2.01 0.51 -0.21
*
```

Properties
* Kohn-Sham gap: 9.248 eV
* ΔE to the lowest compared entry with this formula, charge and spin: 5.197 eV
* largest force on an atom: 8.34 eV/Å
* HOMO level: -0.3095 Eh
* molecular weight: 148.296 g mol⁻¹
* SMILES: CCSC1(SC)CC1
* energy: -28082.1036 eV

Here are the natural (NBO) charges for atoms 1 to 5, given in e:
1 C -0.73
2 H 0.24
3 C -0.45
4 H 0.20
5 C -0.60

***

Below is a molecular structure, C6H12Si in a non-equilibrium geometry, with properties calculated with ωB97M-V with the def2-TZVPD basis set.

ORCA input file:
```
! wB97M-V def2-TZVPD RIJCOSX def2/J DEFGRID3
* xyz 0 3
H -2.85 1.30 -0.59
C -1.45 -1.67 0.46
H 1.29 1.42 -1.41
H -1.99 -1.58 1.48
H 3.72 -0.20 -1.15
H -2.01 2.22 0.44
H -0.70 -2.40 0.53
C 2.76 -0.11 -0.54
H -2.29 -2.21 -0.08
C -2.21 1.25 0.26
H -2.70 0.71 1.08
Si -0.84 -0.01 -0.30
H -0.95 -0.20 -1.83
C 2.14 -1.01 0.16
C 1.88 1.08 -0.53
H 2.13 -2.05 0.43
H 0.76 0.93 1.38
H 2.48 2.08 -0.20
C 0.84 0.45 0.40
*
```

Properties
* expectation value of S²: 2.013
* Kohn-Sham gap (alpha / beta): 6.296 / 7.747 eV
* ΔE to the lowest compared entry with this formula, charge and spin: 2.259 eV
* largest force on an atom: 6.93 eV/Å
* HOMO level (alpha / beta): -0.1884 / -0.3597 Eh
* molecular weight: 112.248 g mol⁻¹
* energy: -14286.4007 eV

Here are the natural (NBO) charges for atoms 1 to 5, given in e:
1 H 0.23
2 C -1.11
3 H 0.23
4 H 0.23
5 H 0.24

***

Below is C6H12Si in the gas phase in a non-equilibrium geometry, with properties calculated with ωB97M-V with the def2-TZVPD basis set.

ORCA input file:
```
! wB97M-V def2-TZVPD RIJCOSX def2/J DEFGRID3
* xyz 0 3
H -2.37 1.25 -1.16
H 2.49 -0.62 1.73
C 2.86 0.82 -0.34
H -1.02 -2.08 0.90
H 0.03 1.99 0.29
H -3.20 -0.78 0.66
H -2.64 -0.97 -1.00
C -0.98 -1.39 0.08
H 2.53 0.92 -1.37
H 3.96 0.94 -0.21
Si 1.92 -0.57 0.48
H -0.66 -1.81 -0.91
H 2.29 1.63 0.15
C -2.00 0.91 -0.21
C -0.56 0.99 0.15
H 2.19 -1.96 -0.13
C -2.36 -0.57 -0.04
H -2.55 1.50 0.57
C 0.06 -0.18 0.37
*
```

Properties
* expectation value of S²: 2.007
* Kohn-Sham gap (alpha / beta): 6.100 / 8.241 eV
* ΔE to the lowest compared entry with this formula, charge and spin: 0.213 eV
* largest force on an atom: 10.78 eV/Å
* HOMO level (alpha / beta): -0.1887 / -0.3791 Eh
* molecular weight: 112.248 g mol⁻¹
* energy: -14288.4467 eV

Here are the natural (NBO) charges for atoms 1 to 5, given in e:
1 H 0.23
2 H -0.21
3 C -1.09
4 H 0.23
5 H 0.18

***

Below is a molecular structure, C6H13AlF4N2, with properties calculated with ωB97M-V with the def2-TZVPD basis set.

ORCA input file:
```
! wB97M-V def2-TZVPD RIJCOSX def2/J DEFGRID3
* xyz 0 1
N 0.20 -0.28 2.72
H -1.72 -0.29 -1.91
F -2.64 1.62 0.38
F -1.91 4.27 0.62
C 1.31 -0.38 -0.28
H 1.11 -2.14 2.76
H -0.70 0.08 2.45
H 0.88 0.47 2.71
H 2.00 0.47 -0.30
N 0.18 -1.07 -2.27
H -0.04 -1.54 -3.14
F -4.34 3.62 -0.59
H -0.23 -2.03 1.65
Al -2.75 3.18 -0.34
H -0.82 -0.27 0.42
F -1.91 2.95 -1.80
C -0.14 0.12 -0.34
C 1.69 -1.28 0.92
C -0.69 -0.41 -1.60
H -0.27 1.20 -0.39
C 0.64 -1.48 2.02
H 2.17 -0.49 -2.32
C 1.52 -1.07 -1.66
H 1.93 -2.08 -1.64
H 2.59 -0.90 1.39
H 1.94 -2.27 0.53
*
```

Properties
* Kohn-Sham gap: 8.500 eV
* largest force on an atom: 0.61 eV/Å
* HOMO level: -0.3568 Eh
* molecular weight: 216.158 g mol⁻¹
* energy: -26887.3367 eV

Here are the natural (NBO) charges for atoms 1 to 5, given in e:
1 N -0.85
2 H 0.26
3 F -0.80
4 F -0.78
5 C -0.24

***

Below is a molecular structure, C6H13AsKN3PS4, with properties calculated with ωB97M-V with the def2-TZVPD basis set.

ORCA input file:
```
! wB97M-V def2-TZVPD RIJCOSX def2/J DEFGRID3
* xyz -1 1
H 2.12 -2.17 -1.09
K -3.80 -2.45 3.70
N 2.38 -0.31 -0.17
H -0.62 -0.12 1.44
C 0.62 1.10 -2.14
C 2.39 1.12 -0.49
H 1.31 1.39 -2.93
P 0.42 -0.76 -2.14
H -0.87 1.73 -0.06
H 3.10 1.28 -1.31
H -0.71 -1.85 -0.23
H 1.33 -1.62 1.09
H 1.72 -0.03 1.79
H 2.87 -0.94 -2.10
S -1.84 -0.20 2.80
H -1.55 -0.41 -0.75
H 0.46 1.92 1.11
N 0.06 -0.05 0.53
C 1.41 -0.55 0.88
C 2.08 -1.11 -1.36
C -0.56 -0.83 -0.58
N 1.09 1.65 -0.86
S -3.57 -2.30 0.61
H 2.74 1.66 0.39
H -0.36 1.54 -2.36
S -3.42 1.22 -0.11
S -5.32 -0.03 2.72
As -3.62 -0.28 1.41
C 0.15 1.41 0.20
*
```

Properties
* Kohn-Sham gap: 5.290 eV
* ΔE to the lowest compared entry with this formula, charge and spin: 0.000 eV
* largest force on an atom: 0.22 eV/Å
* HOMO level: -0.1282 Eh
* molecular weight: 400.453 g mol⁻¹
* energy: -140700.3265 eV

Here are the natural (NBO) charges for atoms 1 to 5, given in e:
1 H 0.22
2 K 0.92
3 N -0.46
4 H 0.44
5 C -0.52

***

Below is a molecular structure, C6H13Cl2N2 in a non-equilibrium geometry, with properties calculated with ωB97M-V with the def2-TZVPD basis set.

ORCA input file:
```
! wB97M-V def2-TZVPD RIJCOSX def2/J DEFGRID3
* xyz 1 1
C -0.52 0.80 -0.51
H 0.27 1.46 1.28
H -1.04 2.21 -1.78
H 4.47 0.95 -1.70
Cl 4.72 1.21 -0.41
C -0.27 -1.90 0.51
C -1.33 -1.49 -0.54
C 0.35 0.56 0.66
H 0.14 -0.66 -1.81
H -0.81 -2.68 1.06
H -1.64 -2.22 -1.27
H -1.03 -0.67 2.09
H -1.50 -0.07 -2.12
H -2.22 -1.19 0.04
N -0.79 2.03 -0.84
H 1.37 0.48 0.30
Cl 3.47 -1.12 0.11
H 0.73 -2.27 0.14
H 0.79 -0.93 1.92
C -0.88 -0.28 -1.36
C -0.17 -0.73 1.47
H -0.48 2.85 -0.33
N 3.36 0.64 0.26
*
```

Properties
* Kohn-Sham gap: 8.220 eV
* ΔE to the lowest compared entry with this formula, charge and spin: 4.307 eV
* largest force on an atom: 4.68 eV/Å
* HOMO level: -0.4469 Eh
* molecular weight: 184.090 g mol⁻¹
* energy: -34446.2612 eV

Here are the natural (NBO) charges for atoms 1 to 5, given in e:
1 C 0.55
2 H 0.23
3 H 0.41
4 H 0.21
5 Cl 0.56

***

Below is C6H13ClSi in the gas phase in a non-equilibrium geometry, with properties calculated with ωB97M-V with the def2-TZVPD basis set.

ORCA input file:
```
! wB97M-V def2-TZVPD RIJCOSX def2/J DEFGRID3
* xyz 0 1
H -1.27 2.70 1.13
C 1.85 -1.28 -0.62
C -2.45 0.93 0.85
Si 0.08 1.02 -0.29
H 0.19 -0.45 2.40
H -0.29 -1.83 1.20
C 0.55 -1.14 1.57
H 1.32 -1.89 1.85
C 1.20 -0.35 0.42
C -0.70 0.39 -1.87
H 2.59 -0.66 -1.16
H 1.09 -1.72 -1.27
H 2.33 -2.27 -0.27
Cl 1.47 2.65 -0.98
C -1.31 1.66 0.80
H -3.24 1.09 1.60
H -1.67 0.17 -1.48
H 1.88 0.34 0.83
H -0.31 -0.44 -2.46
H -0.88 1.16 -2.58
H -2.43 -0.08 0.34
*
```

Properties
* Kohn-Sham gap: 10.442 eV
* ΔE to the lowest compared entry with this formula, charge and spin: 0.612 eV
* largest force on an atom: 2.25 eV/Å
* HOMO level: -0.3603 Eh
* molecular weight: 148.709 g mol⁻¹
* SMILES: C=C[Si@@](C)(Cl)C(C)C
* energy: -26833.1818 eV

Here are the natural (NBO) charges for atoms 1 to 5, given in e:
1 H 0.24
2 C -0.62
3 C -0.34
4 Si 1.64
5 H 0.22